(1)
DFT (ωB97M-V/def2-TZVPD) results for a cluster of 11 separate species, C22H33N11 in total.

Values from the calculation:
Charge: 0
HOMO energy, eV: -11.00
Gap between HOMO and LUMO, Ha: 0.3971
ΔE to the lowest compared entry with this formula, charge and spin, kcal per mole: 47.0

Element x y z (Å)
C1 0.67265 5.82795 2.81339
C2 0.72414 4.58933 1.93713
N1 0.73074 3.67833 1.21619
H1 1.59596 6.39167 2.67991
H2 0.57316 5.54831 3.86220
H3 -0.10826 6.48436 2.42945
C3 1.65538 -1.54443 -4.86225
C4 1.03972 -2.68357 -5.51715
N2 0.66774 -3.60919 -6.10234
H4 1.90134 -0.69721 -5.50243
H5 2.59470 -1.97071 -4.51005
H6 0.98661 -1.12619 -4.10998
C5 -0.67065 1.46430 4.51384
C6 -0.01240 2.65921 4.99655
N3 0.49548 3.62029 5.43697
H7 -1.47612 1.29702 5.22891
H8 -0.04264 0.58471 4.65529
H9 -0.99069 1.46648 3.47188
C7 0.24794 0.20287 0.29851
C8 -0.00097 -0.65323 -0.85077
N4 -0.19557 -1.28239 -1.81688
H10 0.96201 -0.36607 0.89391
H11 -0.65814 0.32699 0.89156
H12 0.55650 1.21105 0.02197
C9 -4.69141 -0.49767 2.02997
C10 -3.78787 0.60504 1.53322
N5 -3.03719 1.44757 1.19764
H13 -4.01099 -1.26756 2.39384
H14 -5.37538 -0.86731 1.26601
H15 -5.24163 -0.11543 2.88977
C11 -2.34121 -2.52696 -4.40803
C12 -1.73856 -1.27736 -4.73947
N6 -1.34903 -0.22281 -5.00920
H16 -2.24349 -3.25573 -5.21267
H17 -3.35428 -2.29222 -4.08139
H18 -1.79486 -2.74357 -3.49006
C13 4.42910 -1.75953 -0.00510
C14 3.31769 -2.31397 0.65833
N7 2.38110 -2.77042 1.17246
H19 3.86809 -0.86972 -0.29081
H20 4.54001 -2.47641 -0.81865
H21 5.29310 -1.61616 0.64379
C15 -1.22581 -4.04881 -0.04390
C16 -1.25688 -5.03638 -1.12658
N8 -1.29200 -5.81695 -2.00396
H22 -1.95474 -4.23294 0.74531
H23 -1.47884 -3.06616 -0.44198
H24 -0.27522 -3.87703 0.46105
C17 4.70592 2.97478 0.22686
C18 3.79820 2.02443 -0.46689
N9 3.10912 1.21116 -1.01356
H25 4.24717 3.69658 0.90262
H26 5.19927 3.47537 -0.60628
H27 5.39369 2.33677 0.78184
C19 -1.58024 3.02583 -1.94128
C20 -1.43430 4.22527 -2.76489
N10 -1.25300 5.19036 -3.37282
H28 -2.29029 3.26061 -1.14830
H29 -0.62251 2.85934 -1.44818
H30 -1.93805 2.15372 -2.48854
C21 -1.11185 -2.33860 2.85197
C22 -0.74211 -3.70066 3.24529
N11 -0.48973 -4.77266 3.57763
H31 -0.67676 -2.10197 1.88099
H32 -0.74557 -1.66664 3.62813
H33 -2.19734 -2.37527 2.75999

---

(2)
DFT (ωB97M-V/def2-TZVPD) results for a cluster of 3 separate species, C22H33N2O5S in total.

Values from the calculation:
Charge: +1
HOMO energy, eV: -12.23
Gap between HOMO and LUMO, Ha: 0.3252

Element x y z (Å)
C1 3.51719 -1.29023 -0.22702
C2 2.15410 -1.61380 -0.90854
S1 1.27584 -0.04507 -1.25148
C3 1.94998 0.57030 -2.83948
O1 -0.31173 -0.41237 -1.57137
C4 -1.12311 0.33524 -0.58135
C5 -2.58801 0.52861 -1.08560
C6 -2.86687 2.07352 -0.95762
C7 -3.59755 -0.26627 -0.19998
C8 -4.01853 -1.63659 -0.79071
C9 -2.81135 -2.63353 -0.77429
C10 -4.57889 -1.54858 -2.24841
H1 4.17379 -0.79211 -0.95565
H2 3.42353 -0.64579 0.65891
H3 3.94863 -2.24869 0.09453
H4 2.35709 -2.08717 -1.88554
H5 1.52603 -2.26815 -0.28937
H6 1.10468 0.77335 -3.51379
H7 2.56001 1.46725 -2.65485
H8 2.58975 -0.22606 -3.25295
H9 -0.65215 1.33580 -0.49190
H10 -1.06841 -0.12263 0.42090
H11 -2.62662 0.20496 -2.13992
H12 -3.92729 2.31610 -1.07410
H13 -2.47383 2.36018 0.03585
H14 -2.21905 2.56706 -1.70276
H15 -3.07434 -0.47655 0.75434
H16 -4.46127 0.36127 0.07845
H17 -4.81982 -2.05082 -0.15504
H18 -2.57269 -2.83898 0.28137
H19 -3.08465 -3.54057 -1.33405
H20 -1.95749 -2.16454 -1.29367
H21 -3.79403 -1.68162 -3.01085
H22 -5.11045 -0.59221 -2.39163
H23 -5.34616 -2.33654 -2.34292
C11 3.43853 4.37123 -2.93328
C12 2.68337 4.69645 -1.81214
C13 3.26490 5.39049 -0.76074
C14 4.60035 5.75475 -0.84877
C15 5.36557 5.43011 -1.95976
C16 4.77815 4.73336 -3.00632
N1 5.21039 6.50660 0.24804
O2 4.51955 6.75487 1.21035
O3 6.36752 6.83570 0.12743
H24 2.98002 3.83473 -3.75669
H25 1.63953 4.41257 -1.75898
H26 2.67402 5.64181 0.10888
H27 6.40707 5.71273 -2.02180
H28 5.36308 4.47644 -3.87949
C17 -0.48106 -5.48039 4.94781
C18 -0.07910 -4.79952 3.80477
C19 -0.81314 -3.71512 3.34797
C20 -1.94516 -3.32109 4.04790
C21 -2.36005 -3.99769 5.18603
C22 -1.62147 -5.08284 5.63467
N2 -2.71030 -2.16528 3.58549
O4 -2.33831 -1.59808 2.57349
O5 -3.67163 -1.83107 4.23241
H29 0.09707 -6.32337 5.30482
H30 0.80859 -5.11360 3.27173
H31 -0.49616 -3.18992 2.45825
H32 -3.24473 -3.69164 5.72638
H33 -1.93295 -5.61695 6.52207

---

(3)
DFT (ωB97M-V/def2-TZVPD) results for a structure of composition C22H33N3P2STb.

Values from the calculation:
Multiplicity: 7
Charge: +1
HOMO energy (spin up / spin down), eV: -9.43 / -9.20
Gap between HOMO and LUMO (spin up / spin down), Ha: 0.2245 / 0.2222

Element x y z (Å)
C1 0.72717 -1.82201 -4.27062
C2 0.83874 -0.71649 -3.44216
C3 -0.26890 0.20202 -3.36199
C4 -1.48699 -0.06795 -4.09954
C5 -1.54245 -1.22110 -4.94437
C6 -0.45561 -2.06748 -5.03073
C7 -2.56038 0.82406 -3.92267
C8 -2.44510 1.91325 -3.03973
C9 -1.17241 2.09562 -2.37141
C10 -1.00006 3.17324 -1.43020
C11 -2.06826 4.02313 -1.19041
C12 -3.31728 3.85672 -1.86063
C13 -3.50820 2.82968 -2.76292
H1 1.55962 -2.53141 -4.33867
H2 -2.45999 -1.42493 -5.50717
H3 -0.49874 -2.95113 -5.67612
H4 -3.49996 0.65812 -4.46264
H5 -1.95577 4.84073 -0.46931
H6 -4.13348 4.55364 -1.64373
H7 -4.47216 2.69429 -3.26551
N1 -0.12942 1.27316 -2.56524
Tb1 -0.03507 -0.29254 0.59033
C14 2.02189 -0.47023 -2.55181
H8 2.21839 0.61090 -2.46988
H9 2.92019 -0.98870 -2.93079
C15 0.31055 3.26117 -0.71087
H10 1.13384 3.00846 -1.39856
H11 0.47300 4.26902 -0.28978
P1 1.73397 -1.08752 -0.79149
P2 0.44489 2.02672 0.71919
C16 -0.60490 2.91374 1.96755
H12 -0.51643 2.39986 2.93926
H13 -0.31402 3.97368 2.08149
H14 -1.65793 2.85172 1.64645
C17 2.14517 2.50744 1.31355
H15 2.22363 3.59218 1.50802
H16 2.37683 1.95666 2.24116
H17 2.88819 2.22539 0.54855
C18 1.66427 -2.91055 -1.09384
H18 2.50764 -3.25997 -1.71671
H19 1.67707 -3.42370 -0.11881
H20 0.70796 -3.14413 -1.58849
C19 3.46157 -0.91254 -0.12249
H21 3.49431 -1.31713 0.90351
H22 4.19630 -1.45172 -0.74664
H23 3.73288 0.15496 -0.08261
H24 -0.92060 -0.15636 -0.68075
H25 -0.38285 -1.90344 0.59638
C20 -1.58393 -1.90407 5.99736
N2 -0.98310 -1.24586 4.85654
C21 -0.22423 -1.89593 3.83035
S1 -0.13958 -1.17839 2.38040
N3 0.46765 -3.13798 4.00422
C22 0.93202 -3.66729 5.26911
H26 -1.44397 -3.00074 5.98045
H27 -2.68096 -1.73595 5.97137
H28 -1.17997 -1.47141 6.93626
H29 -1.24201 -0.25720 4.71619
H30 0.78413 -3.63950 3.16012
H31 0.46532 -4.65676 5.45598
H32 2.03354 -3.79720 5.22064
H33 0.74400 -2.98029 6.11485

---

(4)
DFT (ωB97M-V/def2-TZVPD) results for a structure of composition C22H33OOs.

Values from the calculation:
Multiplicity: 5
Charge: +1
HOMO energy (spin up / spin down), eV: -8.67 / -11.12
Gap between HOMO and LUMO (spin up / spin down), Ha: 0.2205 / 0.1730

Element x y z (Å)
C1 0.87215 -2.29488 0.87912
C2 1.76949 -1.50036 0.12058
C3 1.45875 -1.69890 -1.26880
C4 0.34398 -2.58902 -1.35781
C5 -0.01408 -2.95387 -0.02996
Os1 -0.18790 -0.89107 -0.26716
C6 -1.96562 2.04487 0.14735
C7 -1.64688 1.33401 1.43924
H1 -1.71173 1.97950 2.33285
C8 -1.34531 0.00783 1.50344
H2 -1.87958 -0.62509 0.78837
H3 -1.14426 -0.50086 2.44081
C9 -2.69313 3.35278 0.49260
H4 -2.04395 3.92208 1.14678
H5 -2.84015 3.85904 -0.46198
H6 -3.69459 3.22382 0.95291
C10 -2.80174 1.13525 -0.75059
H7 -2.32992 0.12907 -0.83938
H8 -3.86168 1.06385 -0.49406
H9 -2.73024 1.55348 -1.75754
C11 2.91078 -0.68903 0.66939
H10 2.53725 0.02183 1.42045
H11 3.63791 -1.35001 1.15659
H12 3.41244 -0.13284 -0.12939
C12 2.30037 -1.19010 -2.41195
H13 2.65155 -0.16503 -2.21519
H14 3.18975 -1.82674 -2.56961
H15 1.71862 -1.17758 -3.34307
C13 -0.28047 -3.08262 -2.62951
H16 -0.17327 -2.33751 -3.42183
H17 0.20239 -4.01251 -2.95359
H18 -1.34154 -3.27775 -2.46471
C14 -1.09127 -3.92864 0.32958
H19 -2.03694 -3.65902 -0.14989
H20 -0.82509 -4.93733 -0.00532
H21 -1.24116 -3.94728 1.40792
C15 0.94571 -2.44663 2.36302
H22 0.11164 -3.04252 2.72648
H23 1.88530 -2.93446 2.63788
H24 0.92877 -1.46441 2.84300
C16 0.09682 1.16627 -1.14812
C17 -0.77949 2.28959 -0.65723
C18 0.35537 1.27971 -2.59825
C19 -0.34616 3.50575 -1.11805
H25 0.99284 0.97054 -0.46130
C20 0.44595 2.54802 -3.15965
H26 0.46130 0.39954 -3.25908
C21 0.27249 3.66968 -2.34780
H27 -0.49206 4.38344 -0.49205
H28 0.66097 2.70239 -4.21398
H29 0.47262 4.69650 -2.69090
C22 1.05279 1.04099 4.27623
O1 1.27600 1.30237 2.89133
H30 1.99170 1.00768 4.84216
H31 0.57490 0.05844 4.32246
H32 0.38613 1.78463 4.73024
H33 1.58148 2.22312 2.80702

---

(5)
DFT (ωB97M-V/def2-TZVPD) results for a structure of composition C22H34Cl2FIN2O4S.

Values from the calculation:
Charge: 0
HOMO energy, eV: -7.69
Gap between HOMO and LUMO, Ha: 0.2404

Element x y z (Å)
C1 2.48342 0.22751 2.34057
C2 2.52031 -0.36330 1.04759
C3 1.45348 0.10102 -0.04378
C4 0.25235 0.72870 0.76535
C5 -0.87781 -0.23523 1.20460
C6 -0.83904 -1.74099 0.81378
C7 0.13243 -2.62614 1.73282
F1 0.39424 -2.04493 2.99375
C8 -1.98402 0.29110 1.99243
C9 -3.20569 -0.48912 2.57283
Cl1 -2.80454 -2.11216 3.30142
C10 -4.46670 -0.55159 1.57898
C11 -4.72385 0.80222 0.81531
Cl2 -4.41633 -1.95818 0.42830
C12 -1.95811 1.78418 2.28099
N1 -2.92924 2.50021 2.97952
S1 -2.51817 4.12175 3.01679
N2 -1.05392 4.13272 2.15547
C13 -0.91470 2.80475 1.84914
C14 0.22335 2.16451 1.07863
I1 1.83805 3.45296 0.41079
H1 3.25468 0.98265 2.68527
H2 1.66390 0.00958 3.08810
H3 3.28264 -1.16511 0.86337
H4 1.89466 0.87923 -0.72310
H5 1.14627 -0.78380 -0.66518
H6 -1.84078 -2.25105 0.85109
H7 -0.46494 -1.89793 -0.24563
H8 1.05896 -2.88900 1.15283
H9 -0.39633 -3.61103 1.93187
H10 -3.58238 0.13428 3.44284
H11 -5.35312 -0.71438 2.26706
H12 -3.82459 1.20112 0.27048
H13 -5.49954 0.58462 0.01992
H14 -5.09713 1.57580 1.54891
C15 7.57776 5.73241 1.19109
O1 7.95556 5.31854 -0.11316
C16 7.19889 4.20315 -0.57246
C17 6.09404 4.63421 -1.52602
O2 5.11107 5.42218 -0.86199
C18 5.27725 6.81228 -1.10123
H15 7.99467 6.72449 1.36768
H16 6.49308 5.78859 1.30320
H17 7.98585 5.03968 1.93435
H18 6.78929 3.63709 0.27051
H19 7.89101 3.54903 -1.11174
H20 5.58663 3.73956 -1.90076
H21 6.50610 5.17065 -2.38673
H22 4.92256 7.05974 -2.10643
H23 6.31856 7.12565 -0.99158
H24 4.67333 7.35594 -0.37384
C19 -5.03674 -4.44102 -1.50478
O3 -3.83765 -4.32349 -2.25696
C20 -2.97754 -5.44573 -2.09115
C21 -3.08078 -6.40560 -3.26767
O4 -4.36764 -7.01004 -3.33491
C22 -5.20505 -6.39980 -4.30576
H25 -5.74601 -3.70001 -1.87507
H26 -5.48713 -5.43071 -1.60608
H27 -4.83373 -4.24038 -0.45021
H28 -3.18631 -5.95990 -1.14725
H29 -1.95445 -5.05880 -2.04398
H30 -2.35558 -7.21309 -3.12539
H31 -2.83870 -5.89983 -4.20803
H32 -4.90545 -6.72171 -5.30790
H33 -5.17486 -5.30877 -4.24606
H34 -6.22901 -6.72837 -4.12461

---

(6)
DFT (ωB97M-V/def2-TZVPD) results for a structure of composition C22H34F6HgN5O2.

Values from the calculation:
Multiplicity: 2
Charge: -2
HOMO energy (spin up / spin down), eV: -0.72 / -0.30
Gap between HOMO and LUMO (spin up / spin down), Ha: 0.1963 / 0.1810

Element x y z (Å)
Hg1 -0.29711 0.05352 0.34684
C1 0.46932 4.84897 -0.43870
C2 1.74190 3.99293 -0.50908
N1 1.74088 2.78531 -1.31498
C3 1.42696 2.93964 -2.72566
C4 -0.07255 3.11910 -3.07732
N2 -0.89870 2.36599 -2.16901
C5 -2.14077 2.96907 -1.73889
C6 -1.89478 4.22523 -0.87841
N3 -0.73506 4.16166 0.00894
H1 0.29186 5.31625 -1.41403
H2 0.70913 5.67696 0.24635
H3 2.01965 3.69504 0.50634
H4 2.54101 4.65052 -0.87548
H5 1.09611 2.10369 -0.91882
H6 1.77958 2.03631 -3.23379
H7 2.00615 3.77764 -3.13236
H8 -0.20644 2.82791 -4.13133
H9 -0.35619 4.17148 -3.01041
H10 -1.04884 1.40212 -2.44461
H11 -2.66857 2.20763 -1.17146
H12 -2.80157 3.25207 -2.57682
H13 -2.80438 4.38690 -0.28904
H14 -1.78212 5.11832 -1.50273
H15 -0.53643 3.19080 0.22831
N4 -0.16545 -2.55117 1.66132
C7 -1.05761 -2.95241 2.53471
C8 -1.93467 -2.06162 3.25735
C9 -2.84544 -2.53484 4.17624
C10 -2.98214 -3.89737 4.47622
C11 -2.14838 -4.78145 3.78562
C12 -1.22538 -4.35232 2.85459
H16 -1.86533 -1.00147 3.04710
H17 -3.48220 -1.81388 4.68249
H18 -3.70627 -4.24813 5.20053
H19 -2.22700 -5.84908 3.97888
H20 -0.60316 -5.06863 2.33018
O1 3.10376 1.16752 2.16049
C13 3.89104 0.41521 1.64565
C14 3.99718 0.14908 0.16430
C15 3.35862 -1.22152 -0.15609
C16 3.74882 -2.41095 0.73483
C17 3.18910 -2.36151 2.16799
C18 3.99041 -1.46055 3.13324
N5 4.73979 -0.40919 2.41892
H21 5.05994 0.13004 -0.10875
H22 3.49911 0.94206 -0.39453
H23 3.60809 -1.46086 -1.19371
H24 2.27514 -1.12456 -0.13370
H25 4.84105 -2.54468 0.74040
H26 3.34559 -3.30476 0.25434
H27 3.16839 -3.37545 2.57597
H28 2.14281 -2.04346 2.11997
H29 4.71919 -2.04063 3.70242
H30 3.32454 -0.97479 3.84338
H31 5.40805 -0.86018 1.80759
C19 -3.08137 -2.22879 -0.94594
C20 -3.07726 -1.10038 -2.00057
O2 -2.77900 0.10391 -1.53243
C21 -4.49446 -1.08147 -2.65811
F1 -4.93174 -2.26953 -3.15154
F2 -4.59186 -0.20953 -3.68047
F3 -5.41740 -0.70851 -1.75287
C22 -2.05473 -1.50986 -3.10857
F4 -0.84098 -1.71274 -2.56955
F5 -1.89105 -0.55690 -4.04776
F6 -2.35177 -2.64601 -3.78990
H32 -3.83606 -1.99196 -0.19739
H33 -2.11176 -2.24607 -0.44742
H34 -3.28719 -3.21568 -1.36928

---

(7)
DFT (ωB97M-V/def2-TZVPD) results for a cluster of 3 separate species, C22H34F7NO11S in total.

Values from the calculation:
Charge: 0
HOMO energy, eV: -10.08
Gap between HOMO and LUMO, Ha: 0.3781

Element x y z (Å)
H1 2.97406 1.46283 0.52936
N1 3.26367 1.45294 -0.44979
C1 2.26709 1.28359 -1.22905
C2 2.53569 1.23364 -2.70925
C3 0.85390 1.15714 -0.64632
C4 -0.28996 0.65099 -1.54071
O1 0.04724 -0.42450 -2.37063
C5 0.57790 -1.56676 -1.70996
C6 0.16887 -2.83183 -2.45570
C7 0.20014 -4.07666 -1.56979
C8 1.44357 -4.14403 -0.67215
C9 -1.53428 0.36857 -0.66373
C10 -2.46677 1.57101 -0.90327
S1 -4.03656 1.35498 -1.88814
O2 -3.91152 2.16298 -3.06216
O3 -5.13447 1.58187 -0.99004
C11 -4.15911 -0.39313 -2.57779
F1 -4.82314 -0.23014 -3.72697
F2 -2.92035 -0.85124 -2.83700
C12 -4.97189 -1.44715 -1.76258
F3 -5.06408 -2.54433 -2.55358
F4 -6.19971 -0.96976 -1.52456
C13 -4.37455 -1.93136 -0.42045
F5 -4.15334 -0.89251 0.38858
F6 -3.22287 -2.56105 -0.60810
F7 -5.21808 -2.74761 0.16133
O4 -1.68779 2.50520 -1.64554
C14 -0.79970 1.79157 -2.41364
O5 -0.54273 2.07782 -3.53627
H2 2.99296 0.27338 -2.95093
H3 1.64051 1.32552 -3.31351
H4 3.22558 2.03544 -2.96301
H5 0.93198 0.47140 0.20027
H6 0.58281 2.13817 -0.24983
H7 1.66729 -1.48591 -1.66137
H8 0.22352 -1.62732 -0.67383
H9 0.80876 -2.96064 -3.33155
H10 -0.83853 -2.66449 -2.84336
H11 0.15237 -4.96576 -2.19933
H12 -0.69970 -4.10119 -0.94986
H13 2.26621 -3.58699 -1.11986
H14 1.78352 -5.17115 -0.53797
H15 1.24979 -3.74336 0.32253
H16 -1.94015 -0.61171 -0.84409
H17 -1.24405 0.40677 0.38658
H18 -2.74969 2.09154 0.00829
C15 -2.38875 4.34511 6.55352
C16 -1.59387 4.34272 5.26689
O6 -1.88879 3.18804 4.46028
C17 -3.01581 3.26152 3.75655
O7 -3.77221 4.19412 3.71347
O8 -3.16784 2.10817 3.10027
C18 -4.36212 2.02533 2.31457
H19 -2.23120 3.41439 7.09920
H20 -2.07381 5.17632 7.18391
H21 -3.45395 4.45012 6.35305
H22 -0.52739 4.26935 5.46903
H23 -1.77232 5.24516 4.68393
H24 -4.44747 2.87581 1.64138
H25 -5.24356 1.97404 2.95046
H26 -4.28321 1.11102 1.73614
C19 5.23364 -2.54653 2.20631
C20 5.40385 -3.18027 0.84262
O9 5.00465 -2.29163 -0.21108
C21 5.87254 -1.33658 -0.54358
O10 6.95842 -1.16265 -0.05608
O11 5.31224 -0.60090 -1.49897
C22 6.07706 0.53476 -1.91157
H27 4.21708 -2.16924 2.32444
H28 5.42697 -3.28148 2.98769
H29 5.92405 -1.71453 2.33672
H30 4.73783 -4.03453 0.73354
H31 6.42590 -3.52450 0.68940
H32 7.08752 0.24073 -2.18637
H33 6.10894 1.27536 -1.11513
H34 5.55718 0.94396 -2.77181

---

| no. | molecular weight (g mol⁻¹) |
| --- | --- |
| 1 | 451.58 |
| 2 | 437.58 |
| 3 | 592.47 |
| 4 | 503.73 |
| 5 | 639.40 |
| 6 | 715.13 |
| 7 | 653.56 |